Formula: C44H50N10
Source: the OMol25 dataset
Level of theory: wB97M-V/def2-TZVPD

XYZ file:
```
104
Properties=species:S:1:pos:R:3:forces:R:3
N -28.14378 14.89999 20.98221 -1.2 0.1 -1.5
N -32.33201 22.50225 16.29347 -0.7 1.4 0.5
N -31.42700 13.63183 19.46055 -0.7 -1.3 0.4
N -32.35755 11.49292 21.19056 0.0 0.6 -0.5
N -28.86192 20.48006 13.24190 -0.4 0.9 -0.3
N -28.36122 8.24604 19.87490 0.4 0.6 3.1
N -38.00584 13.90866 20.29300 -0.1 0.2 1.0
N -36.31884 10.30857 16.88498 0.1 -1.4 -1.8
N -35.22876 16.30640 17.74494 -0.6 0.8 -0.6
N -25.17158 12.69612 16.04227 -1.9 0.7 -0.1
C -34.88169 11.84081 18.00532 -0.6 0.6 0.3
C -29.31966 9.11708 19.99667 -1.4 1.1 1.2
C -33.12316 10.42537 21.10163 -0.9 -0.1 -0.6
C -30.88498 15.73913 19.39550 0.9 1.0 -1.8
C -36.53654 18.11166 17.95987 0.2 -1.5 -0.3
C -29.18674 19.37971 13.92784 0.3 -0.9 1.0
C -30.67935 13.75880 18.34608 -0.3 0.0 -0.4
C -28.73299 14.40163 22.08935 -1.9 0.1 -0.8
C -26.15645 11.16253 17.31209 0.3 -0.4 -0.8
C -33.19194 22.39481 17.30753 0.7 1.7 -0.3
C -33.76345 11.15709 17.60605 0.7 0.5 0.3
C -31.83793 21.39734 15.80433 1.6 1.4 -1.7
C -36.60204 13.92939 22.06309 -1.2 0.3 -1.2
C -37.94283 13.80488 21.66242 1.2 -0.5 0.1
C -36.79159 14.18117 19.79747 2.0 0.0 0.9
C -28.81565 19.59950 15.24058 -0.2 -0.9 -0.1
C -36.29804 16.13909 16.85179 0.7 0.1 1.0
C -31.48892 11.54910 22.17571 0.6 0.6 0.7
C -35.22837 9.67401 16.45362 1.1 -0.2 -0.4
C -37.17324 17.17331 17.02950 1.3 1.1 0.5
C -28.40664 21.44652 14.09053 -0.1 0.9 -1.1
C -26.54227 13.02050 16.11716 1.2 -0.2 0.8
C -33.91951 10.06665 16.80063 -0.9 -1.0 -0.6
C -31.32498 10.54113 23.10151 0.6 -0.1 0.4
C -28.90988 8.15010 17.57922 0.4 -0.1 0.2
C -30.16404 9.52811 18.97587 -0.4 1.2 2.0
C -33.05684 20.04954 17.29342 0.1 0.0 -0.9
C -31.56188 14.82195 20.10135 -0.6 -0.7 0.8
C -32.11548 9.41738 22.99699 -0.4 0.2 0.2
C -30.35807 15.07388 18.22950 0.2 0.8 0.2
C -29.97027 9.04809 17.73897 0.9 -1.5 -2.0
C -26.85727 15.11601 21.21824 1.4 1.0 -2.2
C -28.14082 7.80362 18.71314 0.3 -1.8 -4.2
C -27.15978 12.08528 16.93199 0.4 0.6 -1.1
C -24.96657 11.56377 16.72745 -0.4 -0.9 0.9
C -35.35563 17.52309 18.39879 -1.6 0.0 -1.1
C -33.55753 21.21598 17.85472 -0.4 -1.5 0.9
C -26.60456 14.77635 22.46248 1.8 -0.1 2.7
C -28.36517 20.92847 15.33546 0.3 -0.2 0.7
C -35.86936 14.19106 20.85411 -1.3 -0.2 -0.2
C -36.12802 11.39014 17.56272 0.2 1.4 1.9
C -33.06146 9.37536 21.98395 0.1 -0.8 0.4
C -27.79924 14.34673 23.04182 0.3 -0.6 1.9
C -32.14820 20.17111 16.23636 -1.4 -2.4 1.3
H -32.75459 11.45983 17.87948 -0.2 0.1 0.2
H -28.06263 21.42000 16.23926 0.1 0.2 0.1
H -28.23571 12.03633 17.08106 0.4 0.0 0.3
H -38.08739 17.35919 16.49840 -0.1 -0.1 -0.1
H -34.85321 12.66854 18.70904 0.1 0.0 -0.3
H -26.33882 10.19176 17.72883 0.1 -0.1 0.5
H -32.11927 14.89218 21.01895 0.0 0.0 0.1
H -36.62337 14.38396 18.76529 -0.1 0.0 -0.4
H -27.93688 14.10057 24.07650 -0.1 -0.3 0.1
H -30.93951 10.25480 19.20161 0.0 -0.2 0.0
H -32.08063 8.64936 23.75605 0.2 -0.2 -0.1
H -30.74101 16.78447 19.57973 -0.2 0.2 0.3
H -35.36734 8.86007 15.73078 -0.1 0.1 0.6
H -33.44686 19.07134 17.53142 0.2 0.0 0.4
H -37.02299 11.90411 17.88957 0.0 0.2 0.1
H -34.35343 15.82610 17.65443 0.1 -0.2 0.1
H -38.83548 13.55576 22.18935 -0.2 0.0 0.4
H -28.60895 15.24429 20.16721 -0.4 -0.3 -0.3
H -30.56640 10.63516 23.87764 -0.3 0.0 -0.1
H -33.86253 10.48795 20.30741 0.0 -0.4 0.0
H -36.29393 15.29361 16.18027 -0.2 0.0 0.1
H -29.47670 9.47750 21.00927 -0.1 0.2 -0.1
H -34.80675 14.32610 20.77713 0.1 0.2 -0.1
H -28.63574 7.71508 16.62342 -0.2 0.1 0.1
H -31.11996 21.52737 14.98999 -0.2 -0.1 0.1
H -34.66335 17.89774 19.12442 0.3 -0.2 0.1
H -29.78137 14.16761 22.04933 0.0 0.1 0.2
H -33.70864 8.50802 21.91576 -0.1 0.2 -0.2
H -25.66481 14.91170 22.96313 0.2 -0.2 0.1
H -28.26704 22.43772 13.70563 0.3 0.2 0.1
H -29.87370 15.52987 17.38350 0.3 0.1 0.1
H -24.00781 11.08790 16.73011 0.2 -0.1 0.1
H -36.21875 13.90672 23.07959 -0.2 0.0 -0.3
H -34.18920 21.22066 18.73707 -0.2 -0.2 -0.2
H -29.09931 20.60396 12.28487 0.0 0.3 -0.5
H -33.57728 23.32931 17.72264 0.1 -0.2 -0.2
H -33.03446 9.52030 16.50416 -0.2 -0.2 -0.3
H -31.92606 12.77837 19.71738 0.3 0.3 0.5
H -36.91438 19.08486 18.23005 0.0 -0.1 0.2
H -38.79691 13.67918 19.73362 -0.4 0.2 -0.1
H -30.48886 12.91306 17.70830 0.0 0.0 -0.1
H -28.76959 18.86905 16.03232 -0.4 0.0 0.0
H -30.62188 9.29705 16.90719 0.2 0.1 0.0
H -24.44638 13.23567 15.61274 -0.1 0.2 -0.1
H -26.17648 15.49313 20.48257 0.0 0.2 -0.3
H -30.93240 12.47442 22.29836 0.1 -0.2 -0.3
H -29.67360 18.57340 13.41593 0.1 -0.4 0.1
H -31.76922 19.29512 15.73605 0.2 -0.1 0.0
H -26.87262 13.96561 15.75071 -0.3 0.2 -0.3
H -27.36457 7.04308 18.63460 0.1 0.2 -0.3
```
Forces are in eV/Å.

Values from the calculation:
ΔE to the lowest compared entry with this formula, charge and spin: 34.8 kcal per mole
E_HOMO: -0.298 Ha
SMILES string: c1cc[nH]c1.c1cc[nH]c1.c1cc[nH]c1.c1cc[nH]c1.c1cc[nH]c1.c1cc[nH]c1.c1ccncc1.c1ccncc1.c1ccncc1.c1ccncc1
net charge: 0
Kohn-Sham gap: 8.595 eV

Atom charges from the Löwdin analysis, given in e for atoms 1 to 99: number 1, N, carries 0.04; number 2, N, carries 0.07; number 3, N, carries 0.02; number 4, N, carries 0.04; number 5, N, carries 0.01; number 6, N, carries 0.06; number 7, N, carries 0.01; number 8, N, carries 0.06; number 9, N, carries 0.00; number 10, N, carries 0.01; number 11, C, carries -0.06; number 12, C, carries -0.14; number 13, C, carries -0.15; number 14, C, carries -0.13; number 15, C, carries -0.08; number 16, C, carries -0.15; number 17, C, carries -0.15; number 18, C, carries -0.15; number 19, C, carries -0.11; number 20, C, carries -0.17; number 21, C, carries -0.11; number 22, C, carries -0.19; number 23, C, carries -0.09; number 24, C, carries -0.13; number 25, C, carries -0.17; number 26, C, carries -0.12; number 27, C, carries -0.15; number 28, C, carries -0.14; number 29, C, carries -0.13; number 30, C, carries -0.09; number 31, C, carries -0.15; number 32, C, carries -0.12; number 33, C, carries -0.07; number 34, C, carries -0.07; number 35, C, carries -0.04; number 36, C, carries -0.08; number 37, C, carries -0.05; number 38, C, carries -0.17; number 39, C, carries -0.06; number 40, C, carries -0.11; number 41, C, carries -0.09; number 42, C, carries -0.17; number 43, C, carries -0.19; number 44, C, carries -0.11; number 45, C, carries -0.16; number 46, C, carries -0.15; number 47, C, carries -0.09; number 48, C, carries -0.13; number 49, C, carries -0.12; number 50, C, carries -0.10; number 51, C, carries -0.17; number 52, C, carries -0.05; number 53, C, carries -0.11; number 54, C, carries -0.08; number 55, H, carries 0.09; number 56, H, carries 0.10; number 57, H, carries 0.07; number 58, H, carries 0.08; number 59, H, carries 0.08; number 60, H, carries 0.08; number 61, H, carries 0.11; number 62, H, carries 0.07; number 63, H, carries 0.09; number 64, H, carries 0.08; number 65, H, carries 0.11; number 66, H, carries 0.10; number 67, H, carries 0.11; number 68, H, carries 0.07; number 69, H, carries 0.10; number 70, H, carries 0.13; number 71, H, carries 0.09; number 72, H, carries 0.11; number 73, H, carries 0.12; number 74, H, carries 0.10; number 75, H, carries 0.10; number 76, H, carries 0.10; number 77, H, carries 0.07; number 78, H, carries 0.10; number 79, H, carries 0.10; number 80, H, carries 0.10; number 81, H, carries 0.08; number 82, H, carries 0.11; number 83, H, carries 0.10; number 84, H, carries 0.11; number 85, H, carries 0.09; number 86, H, carries 0.10; number 87, H, carries 0.09; number 88, H, carries 0.10; number 89, H, carries 0.14; number 90, H, carries 0.11; number 91, H, carries 0.09; number 92, H, carries 0.09; number 93, H, carries 0.08; number 94, H, carries 0.14; number 95, H, carries 0.10; number 96, H, carries 0.09; number 97, H, carries 0.10; number 98, H, carries 0.14; number 99, H, carries 0.12

---

Formula: C4H10O
Source: the OMol25 dataset
Level of theory: wB97M-V/def2-TZVPD

XYZ file:
```
15
Properties=species:S:1:pos:R:3:forces:R:3
O 0.41518 -1.47016 0.50345 0.1 -0.1 -0.1
C -0.99063 0.90412 1.55724 0.0 0.0 0.0
C -0.26162 0.81997 0.21877 0.0 0.0 0.0
C 0.44750 -0.56642 -1.75546 0.0 0.0 0.0
C -0.24286 -0.58043 -0.39409 -0.1 0.3 -0.2
H -0.95981 1.92522 1.95390 0.0 -0.2 -0.1
H -0.71563 1.51191 -0.50455 0.1 -0.1 0.1
H 1.14176 -1.87560 0.02024 0.0 -0.1 0.2
H 0.61463 -1.58262 -2.13662 -0.1 0.1 0.1
H -0.52580 0.23885 2.29149 -0.1 0.1 -0.1
H 1.41892 -0.05901 -1.68557 -0.1 -0.1 0.0
H -2.04499 0.61824 1.45929 0.2 0.0 0.0
H -0.16099 -0.03342 -2.49247 0.1 0.0 0.1
H 0.78403 1.13131 0.35102 -0.1 0.0 0.0
H -1.28211 -0.93059 -0.52217 0.2 0.0 0.1
```
Forces are in eV/Å.

Values from the calculation:
ΔE to the lowest compared entry with this formula, charge and spin: 4.1 kcal per mole
E_HOMO: -0.374 Ha
SMILES string: CC[C@@H](C)O
net charge: 0
Kohn-Sham gap: 11.238 eV

Table of Löwdin atomic charges, one value per atom, all in e: number 1, O, carries -0.04; number 2, C, carries -0.11; number 3, C, carries -0.23; number 4, C, carries -0.06; number 5, C, carries -0.47; number 6, H, carries 0.07; number 7, H, carries 0.11; number 8, H, carries 0.08; number 9, H, carries 0.08; number 10, H, carries 0.07; number 11, H, carries 0.09; number 12, H, carries 0.07; number 13, H, carries 0.08; number 14, H, carries 0.12; number 15, H, carries 0.14

---

Formula: C12H14BCoF3N6O2
Source: the OMol25 dataset
Level of theory: wB97M-V/def2-TZVPD

XYZ file:
```
39
Properties=species:S:1:pos:R:3:forces:R:3
Co -0.58757 -1.15214 0.20369 1.7 1.4 7.5
F 0.78193 -0.33731 4.97081 -0.8 0.1 0.1
F -1.27744 -1.10880 4.72848 0.6 0.7 0.2
F -0.93145 0.92028 5.51817 0.3 -0.8 -0.5
O 0.22340 -0.07992 2.33737 -0.6 -0.1 0.3
O -1.38117 1.44660 2.95621 1.2 -1.7 0.2
N 1.32547 -1.05897 -0.31475 3.1 1.4 0.3
N 1.78967 -0.47249 -1.47396 0.3 -2.2 -1.0
N 0.66739 1.69817 -1.24674 0.0 -0.4 0.3
N 0.05099 1.39794 -0.05575 0.2 1.4 -0.2
N -0.58947 -0.07480 -2.36884 -1.0 -1.5 1.3
N -1.25219 -0.54052 -1.18403 -2.8 3.1 -8.4
C -1.85476 -1.70767 1.32969 -1.4 -2.5 1.4
C -0.48729 0.01018 4.62080 0.1 0.0 -0.1
C -0.54980 0.51949 3.14056 -0.8 1.2 -0.3
C 2.39242 -1.68711 0.29638 -0.5 -0.7 -2.2
C 2.99709 -0.99660 -1.74767 -1.0 0.3 0.6
C -0.00426 2.54959 0.63732 0.3 -1.0 -0.8
C 1.02686 2.99978 -1.27799 -0.2 0.0 0.5
C -2.68235 -0.55041 -2.88083 -1.8 -0.2 -0.3
C -1.48135 -0.12165 -3.37068 1.4 0.1 1.1
C -2.54491 -0.75543 -1.52685 1.1 0.0 -0.1
C 3.38914 -1.80293 -0.65985 0.1 0.4 0.6
C 0.61503 3.57662 -0.08598 0.1 0.0 -0.4
B 0.86458 0.52125 -2.24916 -1.3 1.3 1.2
H 0.73791 4.58996 0.25217 0.0 0.1 -0.2
H 4.27200 -2.41094 -0.58819 0.3 0.3 0.1
H -2.40767 -2.36320 0.62187 -0.4 0.3 0.3
H 1.26535 0.86058 -3.31127 0.3 -0.2 -0.2
H 0.50116 -1.73271 -0.55407 1.5 -1.4 -1.4
H -0.50180 2.57103 1.59985 0.2 -0.1 -0.2
H -3.60030 -0.71435 -3.41552 0.0 0.2 -0.2
H -1.15517 -2.45815 1.79904 -0.7 0.7 0.7
H -1.14663 0.12862 -4.34438 0.0 0.3 -0.7
H -3.26367 -1.06902 -0.77027 0.3 0.1 -0.4
H 1.54479 3.39749 -2.13247 0.0 0.1 -0.1
H 3.48786 -0.80706 -2.69824 0.0 0.2 0.4
H -2.47177 -1.08330 1.97816 0.2 -0.4 0.0
H 2.23797 -2.10213 1.26694 0.1 -0.3 0.4
```
Forces are in eV/Å.

Values from the calculation:
ΔE to the lowest compared entry with this formula, charge and spin: 160.2 kcal per mole
E_HOMO (spin up / spin down): -0.295 / -0.315 Ha
spin multiplicity: 4
net charge: 0
expectation value of S²: 3.78
Kohn-Sham gap (spin up / spin down): 6.740 / 7.337 eV

Table of Löwdin atomic charges, one value per atom, all in e: number 1, Co, carries 0.63; number 2, F, carries 0.11; number 3, F, carries 0.10; number 4, F, carries 0.12; number 5, O, carries -0.07; number 6, O, carries -0.01; number 7, N, carries -0.04; number 8, N, carries 0.05; number 9, N, carries -0.06; number 10, N, carries 0.05; number 11, N, carries 0.05; number 12, N, carries -0.14; number 13, C, carries -0.20; number 14, C, carries -0.50; number 15, C, carries -0.58; number 16, C, carries 0.01; number 17, C, carries 0.01; number 18, C, carries -0.10; number 19, C, carries -0.09; number 20, C, carries -0.05; number 21, C, carries -0.05; number 22, C, carries -0.07; number 23, C, carries -0.01; number 24, C, carries -0.06; number 25, B, carries -0.44; number 26, H, carries 0.09; number 27, H, carries 0.11; number 28, H, carries 0.02; number 29, H, carries 0.11; number 30, H, carries 0.09; number 31, H, carries 0.08; number 32, H, carries 0.10; number 33, H, carries 0.04; number 34, H, carries 0.12; number 35, H, carries 0.12; number 36, H, carries 0.11; number 37, H, carries 0.14; number 38, H, carries 0.04; number 39, H, carries 0.13